1.
This record from OMol25 describes a molecular structure, C3H5I. The level of theory is ωB97M-V/def2-TZVPD.

```
9
Properties=species:S:1:pos:R:3:forces:R:3:mulliken_charge:R:1
C -0.48631 0.81401 -0.44136 -1.28 -1.47 -0.51 -0.6559
C 0.33714 0.28390 0.47190 -0.40 1.97 0.73 0.0868
C 1.29107 -0.79066 0.23070 -0.43 -0.14 -0.06 -0.9065
I 3.12518 0.06168 -0.04952 2.37 1.12 -0.52 0.0482
H -1.19185 1.60949 -0.21508 0.48 0.15 0.18 0.2681
H -0.77674 0.28837 -1.40994 0.97 0.64 1.22 0.2161
H 0.52691 0.82002 1.45311 -0.57 -0.58 -1.19 0.2457
H 1.55446 -1.36868 1.08546 -0.72 -0.91 0.45 0.3286
H 1.11907 -1.32268 -0.67559 -0.41 -0.77 -0.31 0.3689
```
Forces are in eV/Å.

Calculated values
Orbital gap, eV: 9.74
Spin multiplicity: 1
Charge: 0
E_tot, a.u.: -414.954649

=====

2.
This record from OMol25 describes 2 unconnected molecules or ions with the total composition C4H8N2. The level of theory is ωB97M-V/def2-TZVPD.

```
14
Properties=species:S:1:pos:R:3:forces:R:3:mulliken_charge:R:1
C -0.52844 1.04495 -1.05681 0.14 -0.11 -0.17 -1.0607
C 0.17140 -0.01933 -0.62582 0.00 0.17 -0.05 0.4779
C 1.54388 0.10677 -0.02229 0.02 0.04 0.01 -1.1563
N -0.30396 -1.32011 -0.68486 -0.08 0.02 0.03 -0.4674
H -1.50569 0.93279 -1.52140 0.11 0.00 0.09 0.3221
H -0.09066 2.03645 -1.03872 -0.03 -0.15 -0.01 0.3099
H 2.30482 -0.22679 -0.73535 -0.09 0.00 0.09 0.3335
H 1.63170 -0.51130 0.88014 -0.04 0.09 -0.14 0.3486
H 1.75380 1.14251 0.25355 -0.02 -0.14 -0.10 0.2857
H 0.03307 -1.93914 0.04026 -0.02 0.11 -0.09 0.2942
H -1.30096 -1.41539 -0.82508 0.15 -0.01 -0.08 0.2517
C -1.25169 0.07344 1.87834 0.22 -0.75 0.69 0.2450
N -1.02622 -0.75814 2.64745 -0.31 0.85 -0.63 -0.4272
H -1.34224 0.78130 1.06086 -0.07 -0.12 0.36 0.2430
```
Forces are in eV/Å.

Calculated values
Orbital gap, eV: 9.64
Spin multiplicity: 1
Charge: 0
SMILES: C=C(C)N.C#N
E_tot, a.u.: -266.681522

=====

3.
This record from OMol25 describes 2 unconnected molecules or ions with the total composition CH4ClPS2. The level of theory is ωB97M-V/def2-TZVPD.

```
9
Properties=species:S:1:pos:R:3:forces:R:3:mulliken_charge:R:1
C -1.23767 0.41885 -0.22162 1.54 2.75 0.27 -0.6961
P 0.57570 0.81321 0.00193 0.53 0.16 0.57 0.3595
S 1.61308 1.32449 -1.52205 -0.56 -0.19 0.39 -0.2566
S 1.25153 0.69645 1.85255 -0.90 -0.04 -1.59 -0.2739
Cl 0.94122 -2.58901 -0.20930 -0.14 -0.23 -0.26 -0.2561
H -1.29365 -0.52443 0.19905 -0.64 -1.96 0.74 0.2833
H -1.68902 1.18664 0.43073 -0.17 -0.52 -0.20 0.2967
H -1.59113 0.52110 -1.23557 0.17 -0.14 -0.24 0.2993
H 1.42994 -1.84729 0.70426 0.17 0.17 0.31 0.2440
```
Forces are in eV/Å.

Calculated values
Orbital gap, eV: 8.31
Spin multiplicity: 1
Charge: 0
E_tot, a.u.: -1638.442395

=====

4.
This record from OMol25 describes 2 unconnected molecules or ions with the total composition C4H8F2P. The level of theory is ωB97M-V/def2-TZVPD.

```
15
Properties=species:S:1:pos:R:3:forces:R:3:mulliken_charge:R:1
C 3.19126 1.61545 -0.77889 3.36 -1.85 -2.95 -0.3496
C 2.34487 2.34028 -0.25272 -4.05 1.62 1.83 0.0295
C -1.63426 -1.64308 0.42093 1.51 1.46 -1.28 -0.9543
C -1.05745 -0.38071 1.19693 -1.11 -0.39 -1.51 -0.5106
F -0.87444 1.08417 -1.03448 0.28 -0.80 0.82 -0.2243
F 0.86494 -0.64809 -0.61886 -0.61 0.78 0.31 -0.2699
P 0.05602 0.52471 0.13920 1.79 0.29 -0.95 0.5289
H 4.23596 1.84096 -1.19670 -1.21 0.64 1.06 0.3126
H 3.07395 0.62308 -1.27083 -0.71 0.14 0.93 0.2733
H 1.53338 3.03624 0.14176 1.97 -0.97 -0.55 0.4463
H -2.19928 -1.26836 -0.49555 0.52 -0.96 1.32 0.3226
H -0.73320 -2.27230 0.10252 -1.49 0.77 0.37 0.2919
H -2.20130 -2.17891 1.14797 -0.75 -0.48 0.03 0.3379
H -0.77068 -0.69562 2.16765 1.28 -0.09 0.77 0.4479
H -1.74529 0.43679 1.42623 -0.77 -0.17 -0.21 0.3178
```
Forces are in eV/Å.

Calculated values
Orbital gap, eV: 7.27
Spin multiplicity: 1
Charge: +1
E_tot, a.u.: -697.933078

=====

5.
This record from OMol25 describes 2 unconnected molecules or ions with the total composition C8H16N2. The level of theory is ωB97M-V/def2-TZVPD.

```
26
Properties=species:S:1:pos:R:3:forces:R:3:mulliken_charge:R:1
C 0.36413 2.19207 -3.23707 0.26 0.73 0.83 -0.9596
C -0.21429 2.78222 -1.93390 -1.08 -0.43 0.15 -0.4238
C -0.90522 1.75951 -1.06736 0.02 -0.05 -0.68 0.5426
C -0.60655 0.44596 -0.87255 -0.17 -0.69 0.64 -0.5931
N -1.59602 -0.04691 -0.03858 -0.14 0.52 -0.89 -0.0109
C -2.49154 0.96095 0.12910 0.02 -0.74 0.47 -0.2704
N -2.11646 2.05291 -0.46941 0.23 0.23 0.21 -0.6621
H 1.30999 2.69402 -3.44107 -0.03 -0.04 -0.31 0.2922
H -0.32333 2.37234 -4.05676 0.03 -0.32 -0.18 0.2493
H 0.58455 1.13922 -3.09421 -0.09 -0.14 -0.29 0.2987
H 0.52366 3.34275 -1.37374 0.27 -0.02 0.17 0.2915
H -1.04652 3.46608 -2.11437 0.34 0.32 -0.36 0.3256
H 0.10664 -0.26310 -1.25345 0.39 0.35 -0.02 0.2717
H -1.66827 -0.99322 0.28227 -0.12 -0.05 0.02 0.2624
H -3.38259 0.77230 0.70738 -0.09 0.37 -0.01 0.3812
C 1.96176 -2.97801 2.10770 -1.30 -0.43 -0.33 -1.2533
C 1.09359 -1.93968 1.36568 0.34 -0.41 0.51 0.0135
C 0.18307 -1.20429 2.33541 -0.86 0.50 -0.44 -1.1179
H 1.34246 -3.86138 2.30796 -0.01 0.05 0.00 0.3044
H 2.21841 -2.62073 3.10159 0.76 0.13 -0.19 0.3352
H 2.75544 -3.34466 1.46123 0.46 0.24 0.40 0.3463
H 1.73849 -1.26064 0.80975 -0.06 0.16 -0.01 0.2826
H 0.48505 -2.50252 0.65455 0.01 0.22 -0.27 0.1704
H -0.30298 -0.32985 1.90788 0.41 0.21 -0.27 0.2400
H -0.69967 -1.81257 2.56024 0.38 -0.29 0.64 0.2943
H 0.68620 -0.82278 3.22172 0.04 -0.42 0.19 0.3892
```
Forces are in eV/Å.

Calculated values
Orbital gap, eV: 9.46
Spin multiplicity: 1
Charge: 0
SMILES: CCc1c[nH]cn1.CCC
E_tot, a.u.: -423.917232

=====

6.
This record from OMol25 describes a gas-phase ion, C4H6BrN2 (charge +1). The level of theory is ωB97M-V/def2-TZVPD.

```
13
Properties=species:S:1:pos:R:3:forces:R:3:mulliken_charge:R:1
C 1.78364 -1.11027 0.16141 -1.15 -0.47 -5.03 -0.6821
N 0.99473 0.09934 -0.01162 -0.28 0.93 0.77 0.1000
C 0.85278 1.33387 -0.27462 -0.52 -3.15 -0.07 -0.0934
C -0.31421 0.71257 0.41841 0.46 0.12 1.00 -0.1372
C -1.60455 0.40210 -0.19137 -1.21 -0.04 -1.09 -0.0589
N -2.67404 0.38356 0.50132 1.93 -0.24 0.83 -0.3740
Br -4.27261 -0.25264 -0.08236 0.00 0.22 -0.61 0.0714
H 1.37872 -1.83391 -0.63929 0.68 1.04 0.83 0.3202
H 2.81611 -0.97369 -0.05022 0.76 0.51 -0.01 0.3409
H 1.58845 -1.63846 1.00126 -0.69 -0.81 3.21 0.3426
H 1.30872 1.88296 -1.04818 0.64 1.56 -0.25 0.3989
H -0.35894 0.68572 1.47096 0.00 0.94 1.30 0.4088
H -1.49878 0.30885 -1.25571 -0.63 -0.60 -0.88 0.3628
```
Forces are in eV/Å.

Calculated values
Orbital gap, eV: 7.73
Spin multiplicity: 1
Charge: +1
SMILES: C[N+]1=C[C@H]1/C=N/Br
E_tot, a.u.: -2839.108545

=====

It is found that the highest occupied orbital energy values, taken in the order of the records, are -9.22 -8.70 -9.46 -14.02 -8.61 -13.41 eV.
It is found that the energy above the lowest of the compared OMol25 structures with the same formula, charge and spin values, taken in the order of the records, are 51.9 106.3 111.3 206.3 58.8 465.8 kJ/mol.